Record 1
54
Properties=species:S:1:pos:R:3:forces:R:3:mulliken_charge:R:1 method="wB97M-V/def2-TZVPD" smiles=C1CCOC1.C1CCOC1.COCCOC.CO.CO e_tot_ha=-1005.12800 e_above_lowest_kcal_mol=11.9 spin_multiplicity=1
C -4.664 1.311 -0.003 -0.2098 0.1361 0.3639 -0.54
O -5.117 -0.024 0.133 -0.0790 -0.2547 0.1154 -0.43
H -3.275 -0.091 2.553 -0.0888 -0.1261 -0.0389 0.38
O -1.510 3.094 2.873 0.0939 0.4284 -0.1221 -0.27
H 1.689 -1.343 -3.968 -0.2222 -0.1337 0.0420 0.08
H 2.511 -3.895 -2.770 0.5415 -0.1260 0.0463 0.28
H 2.471 1.519 0.436 0.1167 0.1161 0.2665 0.28
H 3.968 -1.881 -5.603 -0.2142 -0.0759 -0.0230 0.30
H 0.141 -1.261 -0.979 0.0589 -0.2052 -0.3000 -0.07
O 4.738 -2.431 -3.818 -0.0032 -0.0583 0.1324 -0.42
H 0.815 0.785 2.194 -0.3821 -0.2107 0.2446 0.20
C 3.758 -1.697 -4.550 0.2710 0.1144 0.0433 -0.57
C -3.190 0.152 1.494 0.1571 -0.0049 0.2420 0.35
H 3.902 -0.619 -4.383 -0.0521 -0.0504 0.1427 0.30
H 1.037 -1.462 1.207 0.1471 0.0900 -0.1113 -0.30
H -1.201 -0.178 -1.092 -0.1139 0.1324 -0.3220 0.16
H 0.214 2.533 3.925 -0.1354 0.5696 -0.2550 0.49
H -0.773 -0.561 -3.542 -0.1345 -0.0980 -0.0942 0.35
H -0.414 1.555 1.139 -0.0244 -0.1346 0.1029 0.01
H -2.131 0.073 1.243 0.0167 0.0883 -0.0031 -0.54
H -4.133 1.475 -0.950 0.0114 -0.1689 -0.0224 0.27
H -2.665 4.550 3.699 0.0172 -0.1031 -0.1427 0.26
H 1.177 -3.213 1.057 -0.0071 -0.0909 0.1372 0.33
C -2.025 3.727 4.020 -0.4982 0.2351 -0.0954 -0.84
H 1.694 -2.357 2.575 -0.4437 -0.2480 0.0284 0.36
C 4.226 -2.529 -2.496 -0.4130 -0.3350 -0.0480 -0.44
H 4.399 -1.585 -1.968 -0.1073 -0.0291 0.1303 0.25
H 0.363 0.249 -1.839 -0.0519 0.0280 -0.0580 0.42
H -2.648 3.032 4.595 0.1716 -0.0032 0.1748 0.32
C -3.752 1.554 1.212 -0.1425 -0.0138 -0.8016 -0.33
C -0.347 -0.564 -1.664 0.1400 0.0533 0.6722 -0.38
H 1.094 2.235 -0.379 -0.0440 0.0175 0.2942 0.21
C 2.751 -2.834 -2.691 -1.4424 0.2642 -0.0048 0.08
H -5.565 1.922 0.015 0.1182 0.1832 -0.1309 0.33
C -0.526 2.174 3.188 1.0251 -1.2315 1.3206 -0.83
H 4.682 -3.355 -1.954 0.4815 0.1618 -0.1464 0.32
H -3.449 -1.145 -0.276 0.2404 0.3674 0.0663 0.23
H 2.388 3.288 0.097 0.2492 -0.0466 0.2958 0.32
H -4.375 1.938 2.017 0.2147 -0.0510 0.2405 0.33
C 1.643 -2.322 1.484 0.5604 0.0423 0.3042 -0.14
H -0.902 1.285 3.731 -0.5127 0.0771 -0.3902 0.34
H -2.962 2.267 0.986 -0.1233 0.0926 0.1592 0.16
H 2.035 -2.944 -4.725 -0.4521 0.1927 0.0012 0.27
H 3.501 -2.905 1.176 -0.1358 -0.0257 0.0649 0.27
H -4.331 -1.705 1.076 -0.4198 0.2981 0.2392 0.30
C -4.013 -0.776 0.597 0.2513 -0.6021 -0.4796 -0.47
O 2.969 -2.124 1.004 -0.1316 0.2456 -0.4414 -0.49
C 1.833 2.412 0.428 -0.2791 -0.1302 -1.0742 -0.65
O -0.718 -1.230 -2.855 0.0504 0.1203 0.1314 -0.57
H 2.074 -2.487 -1.906 0.3861 0.2338 0.1834 -0.20
C 0.253 1.706 2.002 0.4989 0.4401 -0.9142 0.21
O 1.219 2.689 1.647 -0.3183 0.1965 0.2652 -0.43
C 2.379 -2.175 -4.037 1.2540 -0.1643 -0.4875 -0.22
H -1.240 4.163 4.643 0.1091 -0.2030 0.0558 0.35

=====

Record 2
57
Properties=species:S:1:pos:R:3:forces:R:3:mulliken_charge:R:1 method="wB97M-V/def2-TZVPD" total_charge=+1 e_tot_ha=-1065.41384 e_above_lowest_kcal_mol=0.0 spin_multiplicity=1
O -1.854 1.083 -0.512 1.2438 -0.2864 0.9795 -0.47
H 4.304 -0.214 -0.674 -0.0766 0.1306 0.0694 0.42
C -2.763 0.441 2.886 -0.3933 -0.0260 0.1771 -0.71
H -1.717 -0.876 -2.777 0.0135 0.0600 0.1263 0.33
N 1.864 1.254 -1.428 1.0410 -0.7449 0.9628 -0.30
H 3.532 2.421 -1.121 0.4138 0.2233 0.5920 0.43
C 1.996 3.182 0.158 -0.1563 -0.5024 -0.3966 -0.70
C -2.946 3.227 -0.914 0.7837 0.6794 0.0540 -0.96
H 2.771 3.756 0.674 -0.4203 0.4725 0.0788 0.37
C -0.627 -0.916 -2.720 -0.2881 0.1146 -0.4893 -0.97
H -2.513 1.469 2.632 0.0799 -0.0781 -0.0873 0.02
H 0.649 4.381 2.200 -0.0052 -0.2469 0.2510 0.31
C 2.731 2.027 -0.485 -0.5390 -0.0498 -1.3328 -0.72
H -2.940 0.367 3.964 -0.0200 0.0171 -0.1075 0.35
C -0.319 -3.593 -0.162 0.6463 0.4769 -0.5493 -1.03
H -3.918 3.683 -1.097 0.0097 0.1409 0.0166 0.37
H -1.969 -3.669 1.913 -0.3381 0.0764 -0.0643 0.45
C -1.686 -2.657 1.598 0.6518 -0.1919 -0.1327 -0.59
H 3.397 0.685 -2.777 0.1478 -0.1700 -0.0625 0.56
N -0.296 -2.758 1.041 -0.8836 -0.0649 0.9959 -0.13
O -1.671 -0.386 2.514 0.5022 0.0155 -0.0312 -0.02
H 1.462 3.726 -0.630 0.4219 0.4834 0.0692 0.39
C 0.113 3.684 1.548 0.5353 0.4874 -0.5018 -0.62
H -0.907 -2.024 3.467 -0.1825 0.0308 0.3168 0.28
H 3.154 1.357 0.266 -0.0026 0.0516 0.0225 0.33
H -0.259 0.105 -2.746 -0.0022 0.0128 0.2483 0.18
H -0.940 -4.492 -0.076 -0.1235 0.0841 0.1561 0.42
H 2.342 -2.851 1.037 0.0978 -0.0952 0.0420 0.04
H -2.302 -2.353 0.754 -0.4142 0.2803 0.4057 0.25
H -2.698 -2.015 3.343 0.0274 0.2897 0.2503 0.47
H 0.197 -3.242 1.790 0.3125 -0.0597 -0.3806 0.24
H -0.254 -1.457 -3.598 0.0600 -0.0854 0.1177 0.34
C -3.040 1.729 -0.825 0.2961 -1.2030 -0.5238 -0.50
O 2.568 -1.266 -0.195 0.6993 -0.1562 -0.3224 0.12
H 3.698 -3.049 -0.102 -0.1325 0.0627 -0.2060 0.32
C -0.811 -2.812 -1.394 -0.2754 -0.9228 0.4573 -0.66
C 3.160 -2.343 0.531 -0.0857 0.3854 0.3903 -0.77
H -3.670 0.169 2.337 0.0890 -0.0313 0.0223 0.33
H -0.615 -3.468 -2.250 0.1335 0.2537 -0.1948 0.36
O 0.996 2.691 1.031 0.3526 -0.3863 0.4680 -0.12
H 3.915 -1.557 -1.712 -0.1017 0.1234 -0.3867 0.53
Ba 0.351 0.041 0.680 -1.9828 0.9159 -1.0576 1.46
H 0.700 -3.951 -0.333 -0.0133 0.1284 -0.1071 0.39
H 3.857 -1.947 1.276 0.0385 -0.1033 -0.0021 0.31
O -0.205 -1.548 -1.520 0.2248 -0.2420 0.0018 0.29
H -3.866 1.412 -0.164 -0.0070 0.2643 0.2915 0.23
H 1.570 1.898 -2.154 -0.2949 -0.0511 0.0784 0.25
H -2.461 3.685 -0.041 -0.4988 -0.2327 0.2871 0.08
H -0.681 3.161 2.066 -0.1316 0.1140 0.0289 -0.01
H -1.901 -2.702 -1.355 -0.0209 0.1748 0.0362 0.46
H -3.376 1.373 -1.820 -0.1553 0.1350 -0.0566 0.22
C 2.684 0.200 -2.102 -0.1227 0.3839 -0.1414 -0.86
H -2.246 3.518 -1.708 -0.3019 -0.1783 -0.2577 0.24
H -0.266 4.290 0.721 -0.3294 -0.2250 0.0306 0.32
C -1.765 -1.757 2.840 -0.0452 -0.5824 -0.9579 -0.73
C 3.471 -0.717 -1.175 -0.5117 -0.0533 0.3779 -0.81
H 2.001 -0.396 -2.701 0.0341 -0.0997 -0.0522 0.21

=====

Record 3
55
Properties=species:S:1:pos:R:3:forces:R:3:mulliken_charge:R:1 method="wB97M-V/def2-TZVPD" total_charge=+3 e_tot_ha=-1686.42103 spin_multiplicity=1
H -0.879 2.308 -2.507 0.0292 0.1017 -0.4201 0.41
S 1.181 1.282 -2.879 -1.3032 -1.9722 1.2658 0.13
C -0.606 1.522 -3.226 -0.0365 0.6760 0.0484 -0.68
C 2.303 -0.871 2.167 -0.2844 0.1333 0.0669 -0.84
H 2.399 -0.688 -3.172 -0.0081 -0.1054 -0.3649 0.29
H 3.187 -1.040 2.808 -0.2243 0.0427 -0.2404 0.43
H -2.461 -1.984 -2.405 -0.0204 0.2995 0.1413 0.46
C -1.027 -3.792 -0.762 0.2233 -0.3523 0.2363 -0.92
H -3.181 -0.987 0.422 -0.2442 -0.3353 -0.1279 0.38
N 2.632 -1.130 0.756 -1.1129 0.3235 -0.3819 0.27
H -1.548 0.847 1.900 0.2461 -0.0522 0.1509 0.28
H 0.711 -1.087 -3.599 0.1024 0.4700 0.0423 0.24
H -3.640 3.210 2.508 0.5269 0.3285 -0.0594 0.30
H -0.489 2.476 0.742 0.3359 -0.0033 0.2283 0.31
C -0.641 0.553 2.445 -0.2630 -0.2631 0.2924 -1.01
C -2.739 3.828 2.360 0.4837 0.0464 0.3616 -0.61
H -2.710 4.450 1.447 -0.0054 -0.3314 0.6350 0.31
C 1.818 0.574 2.381 -0.1320 0.1002 -0.0551 -1.00
H -0.897 -3.388 -1.778 -0.1494 0.0513 0.5382 0.26
H -1.362 -0.455 -3.767 -0.1010 0.1002 0.2506 0.46
H 1.624 0.737 3.456 0.1960 -0.1121 -0.3625 0.43
H 3.868 -0.518 -0.828 0.0081 -0.0231 0.3515 0.36
H 3.495 0.751 0.356 0.1060 -0.2528 -0.0739 0.29
H -0.904 4.569 3.193 -0.5407 -0.4143 0.0243 0.31
C 3.722 -0.315 0.243 0.5496 0.5499 -0.5127 -1.01
H 1.518 -1.579 2.470 0.2735 0.1005 -0.0510 0.40
H -1.775 -4.592 -0.771 0.1772 0.1144 0.0146 0.44
H 1.732 -0.143 -4.741 -0.0373 -0.1671 0.2285 0.43
C 0.507 2.262 1.159 0.1151 0.5815 -0.2788 -0.99
H -1.828 3.298 4.224 -0.0037 0.4064 -0.5430 0.30
H -0.668 -0.521 2.658 0.0079 0.1669 -0.0039 0.35
H -0.636 1.090 3.406 0.0162 -0.0162 -0.2812 0.32
H -0.071 -4.181 -0.405 -0.1438 -0.2603 -0.2163 0.37
H 4.675 -0.517 0.765 -0.3664 -0.0752 -0.0843 0.34
H 2.570 -2.715 -0.642 0.2848 0.0721 0.3422 0.35
N -1.906 -0.048 -1.763 0.9231 -0.2067 0.4656 -0.17
H -2.585 0.798 -3.547 0.3995 -0.0173 -0.0298 0.43
C -2.792 -1.220 -1.688 -0.0239 -0.1766 -0.1251 -0.84
H -0.628 1.935 -4.238 -0.1491 0.0866 0.1375 0.52
C -1.638 0.401 -3.137 0.0272 -0.0433 -0.2743 -0.85
H 2.074 -3.145 1.020 0.3134 0.2939 -0.2558 0.32
H 3.797 -2.922 0.637 -0.2387 0.2512 0.0318 0.40
S -1.487 -2.591 0.532 0.7181 0.9724 -1.7508 0.15
H 1.266 2.389 0.383 -0.0146 0.0980 0.0535 0.40
H 2.608 1.275 2.068 -0.4734 -0.1466 0.1598 0.50
C 1.503 -0.330 -3.686 0.5735 0.1746 -0.3240 -0.77
Tl 0.382 -0.476 -0.488 -0.0559 0.7539 1.1889 0.95
C -2.916 -1.794 -0.279 -0.2566 0.3056 0.5364 -0.67
H -2.339 0.721 -1.241 0.1408 -0.1615 -0.1264 0.29
C 2.784 -2.541 0.426 -0.2088 -1.2452 -0.0802 -0.98
N 0.553 0.881 1.648 0.0795 -0.6179 -0.5007 0.44
C -1.764 3.883 3.289 -0.5079 -0.0025 -0.3921 -0.57
H 0.718 2.985 1.960 -0.1921 -0.2029 -0.1221 0.35
H -3.707 -2.552 -0.278 0.0141 0.1959 0.0893 0.55
H -3.801 -0.901 -2.003 0.2266 -0.2404 0.1568 0.40